The following is a quantum chemistry calculation of C39H36IrNO8P2STe as an isolated structure at a distorted geometry, from OMol25.

```
89
Properties=species:S:1:pos:R:3
H -1.596 -3.524 5.543
H 5.270 1.910 2.379
C -2.720 2.440 3.205
C -1.017 3.486 -3.099
C 3.518 0.862 -3.011
C -2.204 -5.134 -4.634
O -1.606 -2.455 3.779
C 4.956 -0.494 -4.378
C 2.565 0.772 -0.160
C -0.037 0.454 1.965
C -0.657 -3.336 -4.385
C 0.313 1.517 -3.471
H -3.825 -2.375 5.140
H -5.166 5.993 0.881
C -4.503 7.071 2.570
P 1.418 -0.049 -1.427
C -0.850 3.342 -1.731
C -1.158 -4.375 -5.142
C 4.319 0.237 1.427
H -0.761 -4.611 -6.117
O 0.394 -3.882 3.690
C -2.925 4.822 3.451
H -0.570 2.677 -5.037
O -2.292 -6.389 -6.555
H 3.258 -4.778 2.110
C 4.580 0.752 -3.892
O -1.276 -1.601 -1.269
H -4.479 3.426 3.927
C -0.437 2.570 -3.968
H -3.118 -2.012 6.723
H -3.133 1.443 3.276
C 2.806 -0.271 -2.619
C -2.736 -4.886 -3.376
C -1.616 4.987 2.997
H 3.193 -1.218 0.321
C -2.231 -3.842 -2.627
H 0.012 2.160 -0.159
C 3.197 -1.515 -3.094
H 4.570 -2.600 -4.333
H -4.076 7.328 0.513
H 5.119 1.640 -4.197
H 2.281 -3.369 1.656
H -3.024 -0.816 5.418
C -1.196 -3.058 -3.130
C 2.255 -4.351 2.131
O -0.432 -2.668 1.579
O 0.335 -1.304 -2.790
O -5.135 8.068 2.779
C -0.678 1.466 2.325
C -3.468 3.542 3.560
C 1.783 -4.246 3.570
H -3.432 5.798 1.167
H 4.924 -0.504 1.935
H -1.305 4.052 -1.051
P -0.199 -2.543 3.051
H 1.860 -5.209 4.071
H 2.654 -2.400 -2.788
Ir -0.076 -0.788 0.330
N -2.762 -6.209 -5.448
C 3.348 -0.162 0.523
H 5.782 -0.579 -5.072
C -1.681 -2.487 5.216
H -2.627 -3.620 -1.646
H 0.153 -2.718 -4.748
C 0.492 1.370 -2.096
H -1.189 5.980 2.943
H 3.239 1.835 -2.628
H -3.534 -5.516 -3.013
S -3.881 6.207 4.023
H 0.150 4.011 2.269
C -0.680 -1.902 -2.343
O -3.665 -6.871 -4.974
C -2.997 -1.881 5.648
C 4.271 -1.626 -3.968
C -1.405 2.594 2.722
H 2.181 2.873 -0.419
H 1.582 -4.991 1.560
C 3.731 2.526 1.016
H 3.881 3.583 1.207
H 0.755 0.798 -4.147
C 4.511 1.589 1.676
H -1.611 4.303 -3.489
Te 1.220 -0.685 3.710
C -0.865 3.891 2.627
H 2.388 -3.520 4.120
H -0.846 -1.917 5.635
C -4.255 6.502 1.201
C 2.770 2.124 0.097
C -0.104 2.284 -1.230
```

Summary:
energy relative to the best compared isomer or geometry (same formula, charge and spin)	94.79	kJ/mol
energy	-98438.242	eV
LUMO level (spin up / spin down)	-0.7 / -1.8	eV
multiplicity	5
HOMO-LUMO gap (spin up / spin down)	0.2206 / 0.2425	hartree
E_HOMO (spin up / spin down)	-6.680 / -8.362	eV

The following is a quantum chemistry calculation of a 4-piece molecular cluster, C39H37Br3N6O8S overall at a distorted geometry, from OMol25.

```
94
Properties=species:S:1:pos:R:3
H -4.579 -1.094 -1.901
H -0.343 5.853 4.770
O -1.692 1.921 -5.364
C -0.239 3.654 4.547
O -4.209 -3.819 -4.664
H -6.123 0.180 -6.427
N 6.241 -3.768 -1.937
C 1.508 -0.628 1.064
H -5.370 -2.583 2.727
C -0.383 3.647 -1.194
H -6.300 1.784 -4.554
O -4.175 3.977 0.995
H -5.203 1.289 1.370
H 4.355 -0.553 -0.115
C -0.640 0.092 1.472
H -3.711 -1.838 2.742
H -4.071 2.689 4.086
C 4.700 -2.225 2.008
C 9.566 -4.429 -0.365
H 1.881 -2.513 0.010
H 7.773 -3.441 0.256
H 10.076 -4.248 0.574
C 2.507 -1.736 0.544
O 5.715 -3.157 -1.020
C 8.262 -4.902 -2.780
C 0.284 4.999 5.157
C 8.267 -3.976 -0.546
Br -0.332 5.172 2.022
H 4.983 -1.152 2.171
H -1.931 3.906 0.270
C -2.707 3.129 -1.571
H -4.545 -0.827 0.214
C -5.443 0.440 -3.115
C -3.541 3.122 3.197
C -2.542 2.073 2.582
N 3.460 0.821 1.770
O -5.893 3.807 2.427
H -3.009 4.048 3.570
C -1.103 2.318 2.598
O -3.957 -3.349 -2.574
C 9.563 -5.350 -2.593
Br -5.362 0.326 3.819
Br -0.415 2.102 5.709
H 5.358 -2.631 1.199
H 7.764 -5.092 -3.722
O 0.396 2.333 -5.010
C -5.880 0.798 -4.385
H -3.727 3.088 -1.211
C -4.914 -0.824 -2.894
C 3.161 -2.481 1.798
C -2.408 2.716 -2.863
C -4.827 -1.720 -3.950
N -4.289 -3.064 -3.712
H -2.471 -1.109 0.953
C 3.731 1.172 2.932
H 11.225 -5.474 -1.240
S 4.101 1.150 4.504
C -4.552 3.660 2.093
H -6.001 3.419 3.318
C -3.105 0.794 1.973
H -5.518 1.146 -2.297
C -2.124 -0.154 1.428
H 0.209 5.046 6.279
H 10.071 -5.884 -3.387
H -4.134 -2.931 1.365
C -5.001 -0.887 1.238
C -5.252 -1.368 -5.224
H 1.366 5.183 4.897
H 4.990 -2.770 2.961
H -3.205 2.358 -3.503
C -4.649 0.503 1.951
O 5.695 -4.028 -2.993
C 3.540 -1.199 -0.528
H 0.949 3.278 -2.829
H -6.131 -0.921 1.172
C -0.549 3.647 3.213
C -0.077 3.233 -2.484
C -4.566 -2.162 2.074
C 7.622 -4.222 -1.752
H 2.952 -0.579 -1.277
C -5.782 -0.103 -5.438
H 3.026 -3.593 1.628
N 0.184 -0.908 0.955
H 2.549 -2.235 2.709
C -1.695 3.591 -0.737
H 0.402 4.011 -0.542
C 1.997 0.651 1.686
H -5.180 -2.063 -6.051
N 1.246 1.669 2.180
N -0.772 2.307 -4.662
C 10.212 -5.117 -1.386
C -1.093 2.766 -3.307
C -0.096 1.322 2.061
H 3.930 -2.087 -1.134
```

Summary:
energy	-287315.590	eV
LUMO level	-0.9	eV
HOMO-LUMO gap	0.2979	hartree
E_HOMO	-8.973	eV